(1)
2 unconnected molecules or ions with the total composition C3H8NO3. Source: the Open Molecules 2025 dataset; level of theory: wB97M-V/def2-TZVPD.

The geometry in ORCA input format:
```
! RIJCOSX wB97M-V def2-TZVPD def2/J DEFGRID3
* xyz 1 1
C -2.10 0.55 0.15
C -1.08 -0.18 0.89
C 0.97 0.05 0.16
N 0.72 -0.75 -1.11
O -1.72 -0.75 -0.14
O 1.89 -0.67 0.90
O 1.35 1.25 -0.33
H -3.03 0.54 0.69
H -2.00 1.34 -0.52
H -1.13 -0.45 1.96
H 1.14 -0.32 -1.87
H -0.31 -0.62 -1.35
H 0.98 -1.76 -0.97
H 2.69 -0.20 1.28
H 1.63 1.96 0.25
*
```

The LUMO energy comes out at -3.421 eV. The value obtained for the orbital gap is 10.292 eV. Its largest force on an atom is 4.40 eV/A. The HOMO energy comes out at -13.7129 eV. The relative energy (zero: lowest compared OMol25 entry of this formula, charge and spin) is 410.6 kJ/mol. The calculation puts the total energy at -399.19487 a.u.



(2)
2 unconnected molecules or ions with the total composition C5H10N3. Source: the Open Molecules 2025 dataset; level of theory: wB97M-V/def2-TZVPD.

The geometry in ORCA input format:
```
! RIJCOSX wB97M-V def2-TZVPD def2/J DEFGRID3
* xyz 1 1
C 1.43 -1.93 0.34
C 0.02 -1.79 -0.07
C -0.40 2.94 0.85
C 2.41 -1.17 -0.10
C -1.81 -0.41 -0.91
N -0.95 3.27 1.84
N 0.16 2.21 0.04
N -0.44 -0.73 -0.54
H 1.56 -2.90 0.83
H -0.54 -2.69 0.30
H 3.43 -1.45 0.17
H 2.30 -0.47 -0.93
H -1.98 0.69 -1.10
H -2.16 -0.87 -1.89
H -2.46 -0.77 -0.09
H -0.80 3.61 2.78
H 0.03 2.42 -0.88
H 0.20 0.05 -0.63
*
```

The LUMO energy comes out at -4.943 eV. The value obtained for the orbital gap is 8.470 eV. Its largest force on an atom is 3.76 eV/A. The HOMO energy comes out at -13.4126 eV. The relative energy (zero: lowest compared OMol25 entry of this formula, charge and spin) is 315.7 kJ/mol. The calculation puts the total energy at -360.45486 a.u.



(3)
2 unconnected molecules or ions with the total composition C7H16P. Source: the Open Molecules 2025 dataset; level of theory: wB97M-V/def2-TZVPD.

The geometry in ORCA input format:
```
! RIJCOSX wB97M-V def2-TZVPD def2/J DEFGRID3
* xyz 1 1
C -1.97 0.89 0.13
C -2.19 2.03 -0.41
C -3.43 2.36 -1.23
C -1.47 3.24 -0.04
C 2.15 -1.93 2.11
C 1.15 -2.98 -0.49
C 2.41 -0.43 -0.55
P 1.26 -1.45 0.40
H -2.02 -0.13 0.09
H -3.93 1.43 -1.58
H -4.13 3.00 -0.69
H -3.28 2.81 -2.28
H -0.57 3.03 0.40
H -2.11 3.84 0.72
H -1.19 4.10 -0.67
H 3.10 -2.20 1.74
H 1.60 -2.79 2.45
H 1.93 -1.05 2.82
H 2.18 -3.14 -0.97
H 0.38 -2.95 -1.29
H 0.77 -3.94 0.09
H 2.20 0.04 -1.54
H 3.35 -0.91 -0.58
H 2.57 0.52 0.10
*
```

The LUMO energy (spin up / spin down) comes out at -7.075 / -4.273 eV. The value obtained for the orbital gap (spin up / spin down) is 4.352 / 9.151 eV. Its largest force on an atom is 4.00 eV/A. The HOMO energy (spin up / spin down) comes out at -11.4273 / -13.4236 eV. The relative energy (zero: lowest compared OMol25 entry of this formula, charge and spin) is 434.9 kJ/mol. The calculation puts the total energy at -617.20295 a.u.



(4)
A molecular structure, C14H17Br6F9O6. Source: the Open Molecules 2025 dataset; level of theory: wB97M-V/def2-TZVPD.

The geometry in ORCA input format:
```
! RIJCOSX wB97M-V def2-TZVPD def2/J DEFGRID3
* xyz 0 1
C 27.05 -4.16 6.45
Br 26.49 -3.06 7.92
Br 28.24 -5.55 7.05
Br 27.91 -3.10 5.07
H 26.20 -4.63 5.99
C 30.11 -1.77 7.92
Br 29.93 -2.84 9.52
Br 31.95 -1.33 7.52
Br 29.02 -0.20 8.01
H 29.80 -2.40 7.11
C 26.71 -6.25 2.93
C 25.30 -6.71 3.28
O 24.38 -5.78 2.69
C 23.14 -5.80 3.16
O 22.76 -6.32 4.16
C 22.18 -5.00 2.25
F 22.81 -4.35 1.26
F 21.29 -5.83 1.70
F 21.52 -4.10 2.98
H 26.70 -5.86 1.91
H 27.41 -7.08 2.94
H 26.99 -5.45 3.60
H 25.17 -6.79 4.36
H 25.09 -7.70 2.88
C 21.21 -10.07 9.41
C 20.92 -8.73 8.77
O 22.07 -7.88 8.77
C 22.85 -7.92 7.71
O 22.68 -8.53 6.70
C 24.12 -7.08 7.94
F 25.06 -7.88 8.48
F 24.58 -6.60 6.80
F 23.92 -6.06 8.78
H 22.12 -10.50 9.01
H 20.39 -10.76 9.20
H 21.28 -9.97 10.50
H 20.12 -8.18 9.27
H 20.53 -8.85 7.76
C 28.66 0.40 3.97
C 29.34 0.82 2.70
O 30.05 2.05 2.97
C 30.68 2.59 1.96
O 30.77 2.14 0.85
C 31.41 3.89 2.35
F 32.68 3.62 2.69
F 31.42 4.73 1.31
F 30.83 4.51 3.38
H 29.38 0.10 4.73
H 27.96 -0.41 3.75
H 28.02 1.21 4.32
H 28.62 1.00 1.90
H 30.08 0.10 2.34
*
```

The LUMO energy comes out at -0.313 eV. The value obtained for the orbital gap is 9.982 eV. Its largest force on an atom is 1.36 eV/A. The HOMO energy comes out at -10.2954 eV. The relative energy (zero: lowest compared OMol25 entry of this formula, charge and spin) is 1.9 kJ/mol. The calculation puts the total energy at -17338.01274 a.u.